Entry a
DFT (the ωB97M-V functional and the def2-TZVPD basis) results for an isolated molecule of CH2N2O3.

Results
- HOMO energy (alpha / beta) (eV) = -9.79 / -9.79
- multiplicity = 1
- frontier orbital gap (alpha / beta) (eV) = 8.537 / 8.539

Element x y z (Å)
C (0.09, -0.12, -0.08)
N (0.94, 1.28, -1.77)
N (1.68, 0.95, -2.90)
O (2.41, -0.03, -2.82)
O (1.53, 1.61, -3.88)
O (0.57, 0.16, -1.18)
H (0.05, -1.11, 0.08)
H (-0.36, 0.56, 0.76)

Results of the Löwdin charge analysis, in e, for atoms 1 through 4: C 0.079; N 0.097; N -0.480; O 0.037

=====

Entry b
DFT (the ωB97M-V functional and the def2-TZVPD basis) results for an isolated molecule of CH2N2O3.

Results
- HOMO energy (eV) = -9.27
- multiplicity = 1
- frontier orbital gap (eV) = 9.912
- structure (SMILES) = O=c1[nH]on1O

Element x y z (Å)
O (-2.27, 0.74, 0.02)
C (-1.22, 0.34, 0.31)
N (-0.43, -0.81, 0.62)
O (0.73, -0.07, 0.82)
N (0.14, 1.22, 0.66)
O (0.74, 1.83, -0.39)
H (-0.82, -1.36, 1.38)
H (1.33, 1.16, -0.77)

Results of the Löwdin charge analysis, in e, for atoms 1 through 4: O 0.178; C -0.344; N 0.084; O -0.100

=====

Tell me which of them is the most stable. Sure, it is entry b.

=====

Entry a
DFT (the ωB97M-V functional and the def2-TZVPD basis) results for a structure of composition H20HeO10.

Results
- HOMO energy (eV) = -10.14
- multiplicity = 1
- frontier orbital gap (eV) = 9.545

Element x y z (Å)
He (23.66, -4.15, -4.05)
O (21.42, -6.48, -4.18)
H (20.94, -5.72, -4.51)
H (21.92, -6.14, -3.44)
O (25.73, -3.02, -1.87)
H (25.35, -2.19, -1.60)
H (25.76, -2.97, -2.83)
O (23.26, -5.68, -2.07)
H (24.00, -6.07, -2.54)
H (23.61, -4.88, -1.68)
O (25.75, -1.63, -4.28)
H (26.35, -1.39, -4.99)
H (25.31, -0.81, -4.05)
O (21.06, -1.86, -2.33)
H (20.34, -1.33, -1.99)
H (21.82, -1.59, -1.81)
O (20.16, -4.39, -5.46)
H (20.75, -3.69, -5.17)
H (19.46, -3.93, -5.93)
O (20.93, -5.82, -0.67)
H (20.27, -5.39, -1.20)
H (21.75, -5.70, -1.15)
O (21.88, -2.31, -4.88)
H (21.61, -2.06, -3.99)
H (21.27, -1.86, -5.46)
O (26.05, -5.20, -5.47)
H (25.55, -5.99, -5.26)
H (25.41, -4.61, -5.87)
O (24.23, -2.84, -6.51)
H (24.94, -2.28, -6.18)
H (23.55, -2.77, -5.84)

Results of the Löwdin charge analysis, in e, for atoms 1 through 4: He 0.193; O -0.062; H -0.031; H -0.034

=====

Entry b
DFT (the ωB97M-V functional and the def2-TZVPD basis) results for a structure of composition H20HeO10.

Results
- HOMO energy (eV) = -10.58
- multiplicity = 1
- frontier orbital gap (eV) = 10.004

Element x y z (Å)
He (16.18, -1.99, -17.09)
O (14.04, -0.04, -17.38)
H (13.89, -0.90, -16.98)
H (14.65, -0.21, -18.09)
O (17.38, -0.48, -13.50)
H (16.82, -0.29, -14.25)
H (16.87, -1.09, -12.97)
O (18.78, -1.43, -18.13)
H (19.13, -1.59, -17.26)
H (19.04, -2.19, -18.65)
O (16.16, -0.26, -19.01)
H (16.24, -1.14, -19.39)
H (16.98, -0.11, -18.55)
O (15.00, -4.33, -18.13)
H (14.18, -4.47, -18.60)
H (14.94, -4.91, -17.36)
O (16.66, -3.02, -19.98)
H (16.32, -3.59, -19.29)
H (17.56, -3.31, -20.12)
O (19.50, -2.19, -15.61)
H (19.46, -3.15, -15.56)
H (18.93, -1.89, -14.91)
O (13.74, -3.88, -14.16)
H (14.09, -4.57, -14.72)
H (13.50, -3.18, -14.77)
O (13.27, -2.46, -16.62)
H (12.38, -2.71, -16.85)
H (13.82, -2.90, -17.26)
O (16.21, 0.71, -15.66)
H (15.41, 0.56, -16.15)
H (16.78, 1.17, -16.27)

Results of the Löwdin charge analysis, in e, for atoms 1 through 4: He 0.181; O -0.079; H -0.035; H -0.025

=====

Tell me which of them is the most stable. Sure, it is entry b.

=====

Entry a
DFT (the ωB97M-V functional and the def2-TZVPD basis) results for the ion C5H15N2S with charge +1.

Results
- HOMO energy (eV) = -12.72
- multiplicity = 1
- frontier orbital gap (eV) = 9.432
- total charge = +1
- structure (SMILES) = CCNC[C@@H]([NH3+])CS

Element x y z (Å)
C (2.61, -1.43, -0.87)
C (1.99, -0.23, -1.51)
N (1.28, 0.53, -0.36)
C (0.17, -0.18, 0.38)
C (-0.93, 0.86, 0.45)
N (-1.78, 0.74, -0.81)
C (-1.78, 0.83, 1.74)
S (-3.31, -0.23, 1.56)
H (3.50, -1.84, -1.39)
H (2.92, -1.28, 0.15)
H (2.00, -2.36, -0.88)
H (2.68, 0.55, -1.81)
H (1.14, -0.46, -2.18)
H (1.99, 0.73, 0.33)
H (-0.22, -1.07, -0.12)
H (0.66, -0.39, 1.34)
H (-0.60, 1.90, 0.38)
H (-2.69, 1.21, -0.79)
H (-2.10, -0.24, -0.86)
H (-1.23, 1.03, -1.61)
H (-2.24, 1.85, 1.88)
H (-1.14, 0.65, 2.60)
H (-2.92, -1.16, 2.38)

Results of the Löwdin charge analysis, in e, for atoms 1 through 4: C -0.118; C -0.211; N -0.095; C -0.161

=====

Entry b
DFT (the ωB97M-V functional and the def2-TZVPD basis) results for the ion C5H15N2S with charge +1.

Results
- HOMO energy (eV) = -12.46
- multiplicity = 1
- frontier orbital gap (eV) = 9.267
- total charge = +1
- structure (SMILES) = C[C@@H](CS)NCC[NH3+]

Element x y z (Å)
C (2.65, -0.40, -0.25)
C (1.19, -0.59, 0.35)
C (1.14, -0.47, 1.95)
S (-0.43, 0.06, 2.64)
N (0.29, 0.53, -0.18)
C (-0.52, 0.09, -1.31)
C (-1.80, 0.79, -1.58)
N (-2.63, 0.66, -0.28)
H (3.22, -1.19, -0.85)
H (3.28, -0.37, 0.77)
H (2.75, 0.64, -0.80)
H (0.67, -1.56, 0.09)
H (1.46, -1.53, 2.33)
H (1.83, 0.48, 2.33)
H (-0.97, -1.04, 3.12)
H (0.96, 1.21, -0.44)
H (-0.01, 0.01, -2.26)
H (-0.73, -1.00, -1.38)
H (-2.36, 0.25, -2.49)
H (-1.64, 1.80, -1.72)
H (-3.38, 1.39, -0.29)
H (-1.92, 0.40, 0.42)
H (-3.06, -0.17, -0.16)

Results of the Löwdin charge analysis, in e, for atoms 1 through 4: C -0.055; C -0.401; C -0.544; S 0.724

=====

Tell me which of them is the most stable. Sure, it is entry a.

=====

Entry a
DFT (the ωB97M-V functional and the def2-TZVPD basis) results for a structure of composition H22HeO11.

Results
- HOMO energy (eV) = -9.97
- multiplicity = 1
- frontier orbital gap (eV) = 9.563

Element x y z (Å)
He (-0.29, -0.11, -0.40)
O (-3.99, -1.16, -0.28)
H (-4.74, -0.64, 0.01)
H (-3.79, -0.83, -1.16)
O (2.27, -1.37, 1.15)
H (2.72, -0.56, 0.90)
H (1.73, -1.13, 1.89)
O (-0.89, 1.33, 1.85)
H (-0.30, 1.00, 2.52)
H (-0.32, 1.77, 1.22)
O (0.40, -1.13, 3.37)
H (-0.38, -1.66, 3.53)
H (0.86, -1.11, 4.20)
O (1.80, -0.14, -2.32)
H (1.72, -1.04, -2.63)
H (2.55, 0.22, -2.79)
O (1.12, 2.80, 0.86)
H (0.93, 3.38, 0.12)
H (0.95, 3.34, 1.64)
O (-0.72, 0.82, -3.14)
H (-0.59, 1.73, -2.89)
H (0.10, 0.39, -2.89)
O (1.92, -3.27, -0.96)
H (1.59, -3.01, -1.82)
H (1.70, -2.54, -0.39)
O (3.57, 1.28, 0.69)
H (2.70, 1.68, 0.62)
H (4.14, 1.87, 0.20)
O (-2.65, -0.90, 2.19)
H (-2.89, -0.82, 1.26)
H (-1.91, -0.31, 2.30)
O (-3.22, -0.26, -2.72)
H (-3.73, 0.19, -3.41)
H (-2.38, 0.19, -2.72)

Results of the Löwdin charge analysis, in e, for atoms 1 through 4: He 0.146; O -0.054; H 0.046; H -0.023

=====

Entry b
DFT (the ωB97M-V functional and the def2-TZVPD basis) results for a structure of composition H22HeO11.

Results
- HOMO energy (eV) = -10.36
- multiplicity = 1
- frontier orbital gap (eV) = 10.200

Element x y z (Å)
He (8.60, -8.85, 12.66)
O (5.96, -9.32, 11.95)
H (5.07, -9.19, 11.61)
H (5.91, -10.14, 12.43)
O (8.05, -10.08, 10.52)
H (7.75, -10.50, 9.72)
H (7.24, -9.77, 10.94)
O (9.91, -6.36, 15.70)
H (10.56, -6.86, 15.20)
H (9.34, -5.97, 15.03)
O (7.56, -7.83, 15.68)
H (7.38, -8.20, 16.54)
H (8.44, -7.45, 15.75)
O (11.40, -8.63, 11.35)
H (11.08, -8.06, 10.66)
H (11.53, -9.48, 10.92)
O (8.98, -10.59, 15.08)
H (9.81, -10.56, 15.54)
H (8.66, -9.69, 15.09)
O (8.55, -5.90, 13.17)
H (7.79, -5.41, 13.47)
H (8.23, -6.42, 12.43)
O (5.14, -7.42, 14.20)
H (5.91, -7.64, 14.72)
H (5.41, -7.58, 13.29)
O (7.00, -6.74, 11.12)
H (6.87, -7.66, 11.37)
H (7.64, -6.79, 10.40)
O (9.53, -11.59, 12.59)
H (9.17, -11.40, 13.46)
H (9.08, -10.99, 12.00)
O (11.64, -7.75, 14.10)
H (11.33, -8.31, 13.39)
H (12.16, -7.07, 13.67)

Results of the Löwdin charge analysis, in e, for atoms 1 through 4: He 0.209; O -0.043; H 0.091; H 0.093

=====

Tell me which of them is the most stable. Sure, it is entry b.